# C28H58F16N14O32S16

A cluster of 12 separate species, C28H58F16N14O32S16 in total at a distorted geometry (the ωB97M-V functional and the def2-TZVPD basis, the Open Molecules 2025 dataset).

XYZ file:
```
164
Properties=species:S:1:pos:R:3:forces:R:3:mulliken_charge:R:1
C -1.74093 0.21528 -7.33149 1.615 -0.292 -0.828 -0.832
C -0.30538 0.24088 -8.00178 -1.578 -0.066 -1.001 -0.504
N 0.56916 -0.73927 -7.42129 3.181 -3.890 0.755 0.418
C 1.12681 -0.68882 -6.18535 0.408 0.677 1.879 -1.037
C 1.83794 -1.82352 -5.86168 -0.204 0.439 -1.713 -0.707
N 1.85275 -2.61713 -7.02680 -2.665 3.652 0.965 0.340
C 1.06418 -1.92280 -7.93746 -0.224 -0.153 0.378 -0.359
C 2.49771 -3.91068 -7.12686 0.410 0.971 -1.152 -0.943
H -2.44785 0.77083 -7.94770 0.256 0.555 0.362 0.444
H -1.59987 0.57688 -6.31294 -0.623 0.087 -0.068 0.058
H -2.13779 -0.79947 -7.36148 0.222 -0.142 0.415 0.380
H 0.18110 1.21624 -8.01244 -0.109 0.066 0.457 0.340
H -0.35400 -0.08306 -9.04139 -0.321 0.198 -0.219 0.303
H 1.06351 0.23666 -5.63228 -0.238 -0.128 0.401 1.035
H 2.38990 -2.09716 -4.97463 -0.092 0.120 0.153 0.694
H 0.78874 -2.26483 -8.92414 0.151 -0.152 0.127 0.367
H 3.14380 -3.71921 -7.98360 -0.092 -1.117 -0.491 0.424
H 1.71557 -4.66105 -7.24217 0.598 -0.284 0.036 0.290
H 3.22100 -4.05592 -6.32444 -0.718 -0.061 0.422 0.301
C -4.73332 -4.79461 0.92898 -0.178 -0.539 0.432 -0.941
C -5.86499 -3.92577 0.39188 0.289 0.715 0.688 -0.497
N -5.67799 -2.48642 0.82010 0.722 1.753 0.223 0.396
C -5.19895 -1.49726 -0.06193 -1.072 1.815 2.545 -0.415
C -5.20851 -0.24942 0.65230 -1.144 -3.128 -0.178 -0.818
N -5.66639 -0.51953 1.98162 0.112 -3.729 -3.850 0.351
C -5.86457 -1.92079 2.03332 -0.252 2.145 -0.775 -0.354
C -5.86259 0.39074 3.07050 0.474 0.777 1.078 -0.778
H -4.98200 -5.84710 0.79293 0.021 -0.045 -0.392 0.461
H -4.60009 -4.72745 2.00872 -0.132 0.416 0.121 0.301
H -3.73774 -4.61468 0.52335 -0.212 0.194 -0.316 0.205
H -6.86070 -4.21977 0.72389 0.143 -0.109 0.477 0.372
H -5.97542 -3.92882 -0.69251 0.498 0.272 -0.045 0.198
H -5.06344 -1.79125 -1.09227 0.271 0.488 -0.036 0.522
H -5.09311 0.75344 0.26844 0.329 -0.043 0.197 0.905
H -6.25003 -2.42210 2.90882 0.294 -0.017 -0.042 0.350
H -5.77342 1.45280 2.84208 0.820 -0.244 -0.847 0.226
H -5.07462 0.10347 3.76669 -0.351 0.379 0.632 0.357
H -6.86730 0.43096 3.49126 -0.057 -1.090 0.068 0.314
C -0.93854 0.41940 -3.21870 0.074 -0.710 1.182 -1.133
C -0.51488 -0.32556 -1.85938 -1.284 0.578 -1.092 0.085
C -1.44417 0.08356 -0.70192 2.419 0.004 0.458 0.180
N -1.06794 -0.72002 0.58042 -1.010 -1.844 0.679 1.512
C -1.39805 -2.27233 0.32484 -0.532 1.367 0.965 -0.925
C -1.90846 -0.20536 1.80752 1.058 -0.039 -0.672 1.388
C -1.05593 0.94774 2.43608 -0.293 -0.082 -1.493 0.249
C 0.36597 0.75199 1.83614 0.139 0.061 0.680 0.959
C 0.36399 -0.55984 1.11301 -0.515 -0.711 -1.546 -0.863
H -1.00582 -0.34553 -3.99230 0.429 0.147 -0.260 0.183
H -0.22979 1.22025 -3.42944 0.039 -0.268 -0.217 0.238
H -1.93557 0.85984 -3.22366 -0.011 0.014 0.465 0.161
H 0.51312 -0.02536 -1.65645 -0.062 -0.191 0.184 -0.330
H -0.56672 -1.40580 -1.99534 0.161 0.042 -0.164 0.275
H -2.51399 0.01946 -0.90063 0.104 -0.356 0.097 0.399
H -1.15748 1.12107 -0.53022 -0.477 0.106 0.488 -0.362
H -0.60329 -2.84360 -0.15487 0.010 0.530 -0.220 0.082
H -2.37119 -2.30161 -0.16531 0.312 0.183 -0.738 0.352
H -1.63450 -2.78114 1.25934 0.648 0.353 0.492 0.209
H -2.04614 -1.01628 2.52274 -0.076 -0.155 -0.269 -0.351
H -2.82683 0.10408 1.30858 -0.110 0.174 0.680 -0.969
H -1.03421 1.02246 3.52330 -0.311 -0.541 -0.068 0.470
H -1.49747 1.86415 2.04448 0.288 0.181 0.217 -0.910
H 1.12066 0.63908 2.61446 0.063 0.284 0.121 -0.599
H 0.64386 1.58064 1.18483 0.023 -0.058 -0.095 0.309
H 0.55597 -1.44194 1.72387 -0.225 0.153 0.383 0.651
H 1.06015 -0.65628 0.27985 0.056 0.276 0.002 -0.282
C 7.08962 4.45911 4.83401 1.565 -0.063 0.120 -1.516
C 5.88312 4.44327 3.97298 -1.600 0.110 -0.318 -0.144
C 4.60830 3.80721 4.54618 -0.206 0.474 0.440 -0.716
N 3.33828 4.09170 3.72479 -0.199 1.082 0.126 0.975
C 3.57939 3.74919 2.27284 -0.056 -1.112 0.129 -1.477
C 2.15539 3.32072 4.37404 -0.126 0.280 -0.650 -0.239
C 0.87871 4.13668 4.05564 -0.259 0.217 -0.292 0.372
C 1.31635 5.47425 3.44392 1.177 -0.113 -1.274 -0.886
C 2.83049 5.58128 3.70719 -0.136 -0.797 1.678 -0.751
H 7.42602 3.47130 5.14891 -0.250 -0.028 0.218 0.329
H 7.12443 5.18146 5.64954 -0.489 -0.208 0.279 0.341
H 7.85680 4.81626 4.14701 0.423 0.002 0.125 0.414
H 6.20072 4.00572 3.02652 -0.462 -0.205 0.001 0.335
H 5.62261 5.48678 3.79604 -0.017 0.223 -0.399 0.199
H 4.38670 4.22049 5.53015 0.034 0.490 0.061 0.384
H 4.67734 2.74616 4.78600 0.046 -0.282 -0.874 0.457
H 4.40261 4.35520 1.89447 -0.401 0.078 0.052 0.369
H 2.67482 3.84220 1.67184 0.033 0.336 0.214 0.551
H 3.87943 2.70403 2.19727 0.091 -0.084 0.152 0.314
H 2.19543 2.31781 3.94899 -0.202 0.044 -0.138 -0.172
H 2.27962 3.17148 5.44660 0.569 0.423 -0.063 0.355
H 0.21529 3.56656 3.40531 0.114 0.171 -0.222 -0.563
H 0.23814 4.45802 4.87693 0.399 -0.826 0.641 0.433
H 1.18235 5.49140 2.36232 -0.316 -0.011 0.008 0.311
H 0.79775 6.33895 3.85799 0.031 -0.117 0.009 0.489
H 3.40612 6.27916 3.09915 0.011 -0.684 -0.524 0.429
H 2.95762 5.96141 4.72082 0.165 -0.248 0.312 0.455
N 5.34344 -1.45788 4.79349 -6.244 -0.537 -1.806 -0.379
S 4.42384 -0.32741 3.89169 -2.797 -1.961 -3.239 0.963
O 4.98093 0.80699 3.16702 -0.019 -1.189 1.448 -0.463
O 3.19519 -0.11118 4.58350 0.018 0.337 0.197 -0.648
F 4.06539 -1.30774 2.65675 0.364 0.856 1.738 0.020
S 6.44732 -0.54573 5.01616 8.852 3.054 0.969 0.994
O 6.20779 0.75487 5.65092 0.276 -1.182 -0.199 -0.629
O 7.35881 -0.59549 3.88457 0.166 0.999 1.230 -0.668
F 7.28472 -1.37110 6.14401 -0.583 0.323 -0.048 -0.342
N -1.89373 -1.32487 6.34967 4.559 0.077 -0.374 -0.491
S -0.40480 -1.98145 5.86886 5.406 -0.687 1.021 1.117
O -0.15394 -2.31186 4.46173 -1.644 1.114 2.256 -0.284
O 0.25408 -2.88712 6.84438 -2.337 2.416 -1.795 -0.617
F 0.44989 -0.58632 6.06887 -1.072 -0.811 -0.078 -0.307
S -2.74994 -2.37047 5.68190 -6.323 -5.141 -1.693 0.891
O -2.54841 -3.81152 5.93225 0.755 3.113 -0.859 -0.579
O -3.33189 -1.97000 4.38420 0.848 -0.333 1.674 -0.344
F -4.00331 -2.22719 6.69076 -0.795 0.970 0.045 -0.401
N -3.64832 2.60961 0.55554 -0.110 -1.933 -5.955 0.241
S -3.47973 3.81340 1.37007 0.408 4.766 8.771 0.618
O -4.55775 4.76655 1.46246 0.637 -0.359 -0.365 -0.748
O -2.11972 4.30042 1.50480 -0.989 0.168 -0.461 -0.537
F -3.67382 3.00553 2.77641 -0.039 0.118 0.181 -0.318
S -3.22531 3.40067 -0.87675 0.641 -1.386 -6.682 0.707
O -1.79974 3.29360 -1.23432 -2.925 0.802 1.569 -0.423
O -4.03155 4.57704 -1.30850 2.157 -2.697 1.932 -0.566
F -3.82305 2.24167 -1.87477 0.051 0.712 1.252 -0.211
N 0.72431 5.37283 -5.61510 -0.730 -4.172 3.307 -0.445
S 0.23874 5.19814 -7.03519 -1.207 2.564 -7.446 1.029
O -1.01168 5.89649 -7.29738 0.752 -0.958 0.170 -0.665
O 0.49722 4.03376 -7.90201 -0.502 0.860 2.046 -0.600
F 1.30431 6.20986 -7.68744 0.374 0.443 -0.004 -0.333
S -0.04067 3.91556 -5.06374 -0.304 -1.008 4.245 1.226
O 0.59900 2.68136 -5.40854 0.203 0.432 -0.952 -0.377
O -1.48629 3.92031 -5.02738 1.522 0.640 -0.663 -0.605
F 0.36258 3.96921 -3.50769 -0.108 0.999 -1.088 -0.237
N 4.87662 1.73898 -2.03185 0.767 -2.999 -3.516 -0.586
S 3.84032 1.61239 -0.95522 -3.110 0.807 7.501 0.935
O 4.19597 0.73681 0.17588 -0.549 1.307 -2.118 -0.317
O 2.41499 1.72319 -1.20948 1.335 -0.091 -0.490 -0.348
F 4.16161 3.11104 -0.29630 -0.081 -0.216 -0.434 -0.417
S 4.69323 0.19463 -2.73827 3.030 0.334 -2.827 1.048
O 3.43730 -0.08254 -3.33823 -1.561 -0.698 1.663 -0.330
O 5.64111 -0.78211 -2.27745 -1.408 0.707 0.539 -0.635
F 5.36094 0.55748 -4.14148 1.486 1.049 -0.497 -0.354
N 3.97130 -4.02471 -1.14064 -3.147 -2.738 -4.326 -0.698
S 3.32746 -3.05668 -0.16623 3.060 1.668 7.836 1.182
O 2.50124 -3.63838 0.87663 0.573 1.106 -1.362 -0.466
O 3.10541 -1.78281 -0.67328 -2.385 2.875 -1.368 -0.110
F 4.72502 -2.71842 0.55530 0.086 -0.786 0.551 -0.420
S 2.44708 -4.25102 -1.91224 -0.977 -3.769 -1.425 1.023
O 1.91763 -3.16802 -2.71263 0.724 -0.680 0.358 -0.439
O 1.49690 -5.07768 -1.17377 1.310 1.537 -1.017 -0.539
F 2.89189 -5.34887 -3.04755 0.606 0.691 0.121 -0.405
N -5.20480 -2.49482 -3.37601 -7.261 -2.210 1.788 -0.043
S -6.57860 -1.92272 -4.13761 -4.468 0.498 -0.115 1.077
O -6.77838 -2.33366 -5.50150 0.823 0.316 0.787 -0.609
O -7.04679 -0.56648 -3.78508 1.486 -3.041 -0.153 -0.582
F -7.66084 -2.91546 -3.43857 0.868 0.462 0.616 -0.315
S -4.25207 -1.62884 -4.04276 10.474 6.072 -4.783 0.748
O -4.11504 -0.20945 -3.66240 -1.167 -2.641 -0.504 -0.406
O -4.03370 -1.92294 -5.47815 -0.524 0.575 2.447 -0.635
F -2.93225 -2.23128 -3.34371 -0.396 -0.231 -0.062 -0.248
N -1.24103 -6.96168 3.06102 2.727 -1.800 -4.985 -0.628
S -0.02449 -6.25645 2.10358 4.516 -1.881 -1.843 1.089
O 1.33074 -6.28462 2.68668 -3.270 -0.283 -0.860 -0.606
O -0.33187 -5.13389 1.26266 -0.721 -0.662 0.941 -0.249
F 0.00292 -7.47213 1.05275 -0.157 -0.007 0.244 -0.330
S -1.43109 -5.74860 3.87221 -2.142 5.675 9.345 1.170
O -2.17714 -4.62771 3.30684 0.988 -1.367 0.075 -0.288
O -0.36971 -5.49290 4.87676 -1.562 0.193 -2.815 -0.634
F -2.50366 -6.39163 4.91260 -0.645 -0.319 -0.580 -0.417
```
Forces are in eV/Å.

Its largest force on an atom is 0.253 Eh/bohr. The charge is -4.

---

# C5H5N

An isolated molecule of C5H5N at a distorted geometry (the ωB97M-V functional and the def2-TZVPD basis, the Open Molecules 2025 dataset).

XYZ file:
```
11
Properties=species:S:1:pos:R:3:forces:R:3:mulliken_charge:R:1
C -1.34023 -0.89415 0.52838 -0.084 -0.100 0.041 -1.063
C -0.83757 0.49961 0.14396 -0.209 0.095 -0.013 -0.493
C 0.59038 0.51380 -0.12160 0.142 -0.009 -0.496 0.342
C 1.74184 0.50549 -0.45645 -1.317 -0.058 -1.182 0.344
C 3.14066 0.51696 -0.51763 -0.851 0.059 2.272 -0.357
N 3.66819 0.55461 0.52103 2.380 0.001 -0.653 -0.238
H -0.85914 -1.24524 1.44560 -0.058 0.060 -0.126 0.311
H -1.12910 -1.61808 -0.26415 -0.027 0.120 0.106 0.318
H -2.42056 -0.86633 0.69264 0.121 -0.032 -0.007 0.316
H -1.05981 1.22097 0.93702 -0.008 -0.094 -0.054 0.269
H -1.34158 0.85336 -0.76073 -0.088 -0.043 0.112 0.252
```
Forces are in eV/Å.

Its largest force on an atom is 0.048 Eh/bohr. The calculation puts the energy relative to the best compared isomer or geometry (same formula, charge and spin) at 3.580 eV. The SMILES is CCC#CC#N.

---

no.,orbital gap (Eh),LUMO level (eV),DFT total energy (eV)
1,0.2573,5.4,-333185.4460
2,0.3631,0.0,-6752.3282